Below is C39H54AsF6GeN3O6P2Si3W as an isolated structure, with properties calculated with wB97M-V/def2-TZVPD.

Output
LUMO (spin up / spin down) = -2.938 / -2.938 eV
relative energy (zero: lowest compared OMol25 entry of this formula, charge and spin) = 49.40 kcal per mole

```
! RIJCOSX wB97M-V def2-TZVPD def2/J DEFGRID3
* xyz 0 1
W 0.38 -0.39 -0.50
C -2.08 -0.29 2.28
P -1.59 -1.48 0.99
C -3.16 -1.77 0.14
C -1.29 -3.01 1.94
C -2.24 -4.03 1.94
C -1.94 -5.25 2.53
C -0.70 -5.47 3.11
C 0.24 -4.45 3.13
C -0.04 -3.22 2.55
P 1.15 -1.83 2.57
C 0.96 -1.33 4.34
C 2.77 -2.71 2.69
H -2.47 -0.83 3.14
H -2.85 0.37 1.87
H -1.23 0.32 2.59
H -3.13 -2.70 -0.43
H -3.36 -0.97 -0.54
H -3.95 -1.83 0.90
H -3.20 -3.90 1.48
H -2.69 -6.04 2.52
H -0.46 -6.44 3.54
H 1.20 -4.64 3.59
H 1.08 -2.21 4.98
H -0.03 -0.90 4.52
H 1.72 -0.59 4.59
H 2.94 -3.05 3.71
H 3.59 -2.04 2.41
H 2.79 -3.56 2.01
O 1.33 -7.09 1.01
C 1.91 -6.72 -0.05
O 2.72 -7.25 -0.84
C 1.52 -5.26 -0.38
C 0.20 -4.92 -0.56
C -0.15 -3.58 -0.61
N 0.72 -2.60 -0.46
C 1.99 -2.93 -0.34
C 2.44 -4.20 -0.31
C 2.89 -1.78 -0.09
O 4.02 -1.79 0.13
O 2.18 -0.60 -0.01
H -0.57 -5.68 -0.64
H -1.18 -3.30 -0.74
H 3.51 -4.36 -0.21
N -8.20 4.10 -3.20
C -7.24 3.60 -2.80
C -6.03 2.98 -2.29
C -5.66 3.19 -0.97
C -4.49 2.62 -0.48
C -3.69 1.84 -1.32
C -4.08 1.62 -2.64
C -5.24 2.19 -3.12
C -2.47 1.26 -0.84
C -1.47 0.71 -0.46
H -6.27 3.81 -0.33
H -4.20 2.78 0.55
H -3.46 1.00 -3.28
H -5.55 2.03 -4.15
F -1.26 -1.43 -1.93
As -2.08 -2.16 -3.42
F -0.52 -2.68 -3.90
F -2.30 -3.58 -2.49
F -2.82 -2.81 -4.79
F -3.53 -1.54 -2.76
F -1.82 -0.65 -4.20
C 4.46 1.46 -0.53
Si 3.31 1.90 0.88
C 3.63 0.93 2.45
C 3.80 3.66 1.33
Ge 0.87 1.79 0.58
Si -0.09 3.15 2.32
C -1.84 3.52 1.78
C 0.69 4.75 2.84
C -0.15 2.09 3.87
Si 0.73 3.36 -1.33
C 1.09 5.07 -0.63
C 2.17 3.08 -2.50
C -0.88 3.61 -2.22
H 5.34 0.96 -0.11
H 4.78 2.36 -1.05
H 4.03 0.77 -1.25
H 4.69 0.67 2.55
H 3.06 -0.01 2.45
H 3.32 1.52 3.32
H 4.79 3.64 1.81
H 3.10 4.13 2.04
H 3.88 4.31 0.45
H -1.87 4.37 1.09
H -2.48 3.76 2.65
H -2.27 2.66 1.26
H 0.97 5.41 2.01
H 1.59 4.58 3.46
H -0.05 5.27 3.46
H 0.41 1.15 3.75
H -1.18 1.84 4.15
H 0.30 2.63 4.72
H 1.92 5.08 0.09
H 0.21 5.51 -0.14
H 1.37 5.72 -1.48
H 2.99 3.77 -2.26
H 1.85 3.27 -3.53
H 2.57 2.07 -2.45
H -1.69 3.80 -1.50
H -1.16 2.76 -2.84
H -0.77 4.50 -2.86
O 0.12 0.69 -2.52
C 0.89 -0.05 -3.19
C 1.21 -0.03 -4.64
C 2.36 -1.05 -4.71
C 2.42 -1.67 -3.31
O 3.12 -2.57 -2.95
N 1.52 -0.94 -2.50
H 1.46 0.97 -4.98
H 0.33 -0.36 -5.19
H 3.33 -0.58 -4.89
H 2.22 -1.84 -5.44
*
```